[1]
{"formula": "C4H11NS", "method": "wB97M-V/def2-TZVPD", "molar_mass_g_mol": 105.21, "largest_force_ha_per_bohr": 0.08906, "e_homo_ev": -8.1, "gap_ev": 6.25, "species": ["C", "N", "C", "C", "S", "C", "H", "H", "H", "H", "H", "H", "H", "H", "H", "H", "H"], "xyz": [[1.08780, 1.01506, -0.10883], [1.87774, 0.09638, -0.73106], [1.77536, -1.17545, -0.13582], [-2.91659, -0.52643, -1.02522], [-1.67211, 0.32379, -0.03329], [0.75304, 0.94983, 1.35256], [1.53885, 1.98617, -0.34408], [0.04271, 0.89698, -0.65399], [2.02429, -1.08516, 0.93333], [2.46361, -1.85296, -0.63517], [0.74937, -1.58561, -0.03328], [-3.87776, -0.56656, -0.50935], [-2.56965, -1.49117, -1.37490], [-3.17125, 0.09558, -1.88247], [0.27532, 1.87553, 1.67091], [0.03655, 0.16641, 1.44675], [1.58272, 0.87760, 2.06391]], "forces_ev_per_a": [[4.5000, 0.7160, 0.4572], [-1.8405, 0.5457, 0.6441], [0.6903, -0.5257, 0.5129], [0.1184, 0.8132, -1.0741], [-0.1117, 0.1378, 0.2887], [-0.2432, 0.5689, 0.6023], [-0.8867, 0.2690, -0.5929], [-2.2897, -0.6863, -0.7303], [0.3232, -0.1685, -0.0203], [-0.2676, -0.2879, 0.0977], [-0.1025, 0.2944, -0.6181], [0.3432, -0.3017, 0.5411], [-0.2042, -0.2070, 0.1185], [0.1864, -0.1050, -0.3113], [-0.2973, 0.0372, -0.3063], [-0.2121, -0.6335, 0.9586], [0.2939, -0.4665, -0.5678]], "mulliken_charge": [0.044, -0.315, -0.622, -0.794, -0.238, -1.267, 0.367, 0.112, 0.281, 0.309, 0.253, 0.288, 0.234, 0.275, 0.347, 0.386, 0.340]}

=====

[2]
{"formula": "C24H31AsN6RuSSe", "method": "wB97M-V/def2-TZVPD", "spin_multiplicity": 2, "molar_mass_g_mol": 690.57, "largest_force_ha_per_bohr": 0.00832, "charge": 3, "e_homo_ev": [-17.0, -16.9], "gap_ev": [7.27, 6.14], "species": ["Ru", "N", "N", "C", "N", "S", "H", "H", "H", "H", "H", "C", "N", "C", "C", "N", "C", "C", "Se", "H", "H", "H", "H", "H", "H", "H", "H", "N", "H", "H", "H", "C", "C", "C", "C", "C", "C", "As", "C", "C", "C", "C", "C", "C", "C", "C", "C", "C", "C", "C", "H", "H", "H", "H", "H", "H", "H", "H", "H", "H", "H", "H", "H", "H", "H"], "xyz": [[0.21067, 0.14893, 0.39062], [-1.86609, -0.25352, 0.99118], [-2.33580, -1.53002, 0.61927], [-1.69442, -2.23279, -0.31873], [-2.21171, -3.37223, -0.72676], [-0.22564, -1.64759, -1.01188], [-1.95286, -0.20684, 2.00988], [-2.49159, 0.44231, 0.57802], [-3.21540, -1.82729, 1.02304], [-3.11917, -3.70386, -0.43086], [-1.72626, -3.91959, -1.42274], [4.56136, 0.41263, 1.27546], [4.77018, 0.29224, -0.16205], [5.98295, 0.08151, -0.77063], [5.76717, 0.11121, -2.10740], [4.42924, 0.34286, -2.29757], [3.78851, 0.46795, -3.61469], [3.82773, 0.44503, -1.10019], [2.00382, 0.92284, -0.98608], [5.52981, 0.38576, 1.76656], [3.96106, -0.42324, 1.61361], [4.07201, 1.35717, 1.50517], [6.88806, -0.05557, -0.20472], [6.45035, 0.00011, -2.93184], [4.56040, 0.36579, -4.37078], [3.32291, 1.44581, -3.70928], [3.04864, -0.31776, -3.74497], [0.11906, 2.09860, 1.38488], [0.93383, 2.22953, 1.98304], [-0.68223, 2.31034, 1.97557], [0.15743, 2.84419, 0.69012], [2.79112, 1.45836, 5.78889], [1.51944, 1.71890, 5.29424], [1.01710, 0.96105, 4.24721], [1.77915, -0.06309, 3.67998], [3.04766, -0.32668, 4.19109], [3.54793, 0.43395, 5.24033], [1.03389, -1.12932, 2.24748], [2.30448, -2.50125, 1.82820], [2.69384, -3.34701, 2.87011], [3.60069, -4.36611, 2.62421], [4.11550, -4.54473, 1.34521], [3.72359, -3.70633, 0.31054], [2.81584, -2.68230, 0.54810], [-0.46616, -2.09935, 2.99134], [-1.37279, -1.50510, 3.87202], [-2.47184, -2.22099, 4.32934], [-2.66211, -3.53906, 3.92505], [-1.74815, -4.13880, 3.06953], [-0.65291, -3.42236, 2.59910], [3.18220, 2.04275, 6.61076], [0.91567, 2.50167, 5.73403], [0.01089, 1.16836, 3.90291], [3.64625, -1.13910, 3.80256], [4.52913, 0.21277, 5.63936], [2.28408, -3.22848, 3.86668], [3.89940, -5.02442, 3.42900], [4.81912, -5.34431, 1.15520], [4.11849, -3.85511, -0.68586], [2.51894, -2.03119, -0.26480], [-1.21089, -0.50861, 4.26673], [-3.15956, -1.76281, 5.02820], [-3.50469, -4.10339, 4.30241], [-1.87529, -5.17361, 2.77851], [0.05043, -3.90566, 1.93207]], "forces_ev_per_a": [[-0.1591, 0.1543, -0.1608], [0.0533, -0.0944, -0.0350], [0.0128, 0.1492, -0.1095], [0.0100, 0.0374, -0.0205], [0.0154, -0.0364, -0.0623], [-0.1114, -0.1329, 0.2715], [0.0380, -0.0177, -0.0111], [0.0244, 0.0356, 0.0270], [0.0290, -0.0797, 0.0197], [-0.0037, 0.0080, -0.0050], [-0.0074, -0.0034, 0.0064], [0.0504, -0.0128, -0.0075], [-0.0556, 0.1644, 0.1000], [-0.0238, 0.0092, 0.0609], [0.0007, 0.0285, -0.0548], [0.0159, -0.0780, -0.0778], [0.0224, -0.0043, 0.0470], [0.0161, -0.2871, -0.2596], [-0.0365, 0.2503, 0.3451], [-0.0017, -0.0001, -0.0008], [-0.0379, -0.0579, 0.0808], [-0.0098, -0.0038, -0.0212], [-0.0007, -0.0067, -0.0096], [-0.0017, -0.0030, 0.0080], [0.0021, -0.0041, -0.0024], [0.0000, 0.0042, 0.0054], [-0.0101, -0.0005, 0.0076], [0.0600, -0.0192, -0.0330], [0.0092, -0.0206, 0.0119], [-0.0175, -0.0177, -0.0178], [-0.0025, 0.0106, -0.0068], [-0.0160, -0.0107, -0.0030], [0.0011, -0.0154, 0.0036], [0.0037, 0.0698, -0.0140], [-0.0766, 0.0331, 0.0003], [0.0066, -0.0455, -0.0237], [-0.0029, -0.0065, 0.0060], [0.0925, 0.0540, -0.0076], [0.0477, 0.0037, 0.0766], [-0.0377, -0.0499, -0.0416], [-0.0059, 0.0068, -0.0184], [-0.0052, 0.0074, 0.0050], [0.0029, 0.0128, -0.0057], [0.0830, 0.0402, -0.0023], [0.0580, -0.0926, 0.0968], [0.0149, 0.0353, 0.0683], [-0.0097, -0.0559, -0.0257], [0.0003, 0.0379, 0.0050], [0.0342, 0.0078, -0.0232], [-0.1027, 0.0145, -0.0811], [0.0027, 0.0033, -0.0078], [0.0005, -0.0024, -0.0039], [-0.0132, -0.0024, -0.0362], [0.0180, 0.0017, -0.0412], [-0.0055, -0.0010, -0.0071], [-0.0059, 0.0136, 0.0033], [0.0031, 0.0027, -0.0053], [-0.0039, 0.0017, 0.0004], [0.0022, -0.0107, 0.0003], [-0.0442, -0.0124, 0.0141], [0.0310, -0.0011, -0.0425], [0.0057, -0.0026, 0.0008], [-0.0025, 0.0027, -0.0043], [0.0056, -0.0059, 0.0170], [0.0380, -0.0055, 0.0015]], "mulliken_charge": [-0.184, -0.564, -0.083, 0.704, -0.338, -0.358, 0.240, 0.319, 0.301, 0.236, 0.237, -0.696, 0.225, -0.285, -0.453, 0.110, -0.846, -0.089, 0.007, 0.340, 0.023, 0.389, 0.477, 0.487, 0.315, 0.373, 0.350, -0.585, 0.219, 0.260, 0.354, -0.717, -1.080, -0.561, 1.020, -0.672, -0.862, 3.233, 0.210, -0.488, -0.881, -0.669, -0.816, -0.423, 0.707, -0.377, -0.786, -0.747, -0.805, -0.418, 0.438, 0.465, 0.365, 0.395, 0.482, 0.581, 0.472, 0.451, 0.503, 0.129, 0.389, 0.509, 0.466, 0.501, 0.500]}

=====

[3]
{"formula": "C5H11O2", "method": "wB97M-V/def2-TZVPD", "molar_mass_g_mol": 103.14, "largest_force_ha_per_bohr": 0.03668, "charge": -1, "e_homo_ev": -4.0, "gap_ev": 8.06, "species": ["C", "C", "C", "C", "H", "H", "H", "H", "H", "H", "H", "H", "H", "H", "O", "C", "O", "H"], "xyz": [[-0.57878, -0.50555, -0.74120], [0.61733, 0.39794, -0.82849], [0.18383, 1.78750, -1.26274], [1.38418, 0.43014, 0.45866], [-0.29145, -1.55139, -0.59325], [-1.21296, -0.20949, 0.10768], [-1.21174, -0.44970, -1.64355], [1.28336, 0.00123, -1.62664], [0.88033, 2.55531, -0.95438], [-0.80429, 2.04199, -0.79866], [0.12202, 1.86040, -2.37848], [1.47478, -0.53953, 0.96943], [2.37876, 0.92279, 0.40834], [0.74167, 0.99159, 1.18390], [-2.21270, -1.96374, 1.12549], [-1.24228, -1.93326, 1.93922], [-0.51132, -0.93715, 2.19955], [-1.00074, -2.89909, 2.43511]], "forces_ev_per_a": [[-0.7634, -0.1164, -0.0326], [0.8113, -0.3507, -1.3362], [-0.7585, 0.4353, -0.5761], [-0.1420, 0.6257, 1.7737], [-0.1436, 0.2086, 0.0770], [0.2874, -0.3082, -0.3216], [0.2863, -0.0033, 0.0630], [-0.1315, 0.1550, 0.2394], [0.3474, 0.2482, 0.1558], [0.6933, -0.1715, -0.4754], [-0.2922, -0.0651, 0.8251], [0.0655, 0.1675, -0.4862], [-0.5050, -0.1723, -0.2137], [0.6527, -0.2632, -0.3394], [0.5480, -0.4063, 1.0802], [-0.6370, 1.1884, -1.0693], [-0.4635, -1.0132, 0.4330], [0.1447, -0.1584, 0.2035]], "mulliken_charge": [-1.567, 1.158, -1.379, -1.449, 0.357, 0.355, 0.361, 0.109, 0.395, 0.292, 0.322, 0.378, 0.354, 0.291, -0.681, -0.065, -0.616, 0.384]}